Formula: C4H8O
Source: OMol25
Level of theory: ωB97M-V/def2-TZVPD

## Properties
LUMO level	1.02	eV
energy above the lowest of the compared OMol25 structures with the same formula, charge and spin	105.8	kcal/mol
highest occupied orbital energy	-0.311	hartree
charge	0
multiplicity	1
DFT total energy	-232.2771	a.u.
Kohn-Sham gap	9.49	eV
structure (SMILES)	C=C1CO1.C

Each line ends with the Löwdin charge.
Element x y z (Å)
1 C -1.6812 -0.4813 -0.1767  0.02
2 C -0.6947 0.4357 -0.1656  -0.47
3 C -0.1467 1.5726 0.5030  -0.04
4 O -0.0819 1.3512 -0.9478  0.05
5 H -2.3837 -0.4863 0.6531  0.07
6 H -1.9589 -0.9894 -1.0949  0.07
7 H -0.8323 2.3526 0.8050  0.12
8 H 0.8020 1.5390 1.0272  0.11
9 C 1.4501 -0.9699 -0.1106  -0.08
10 H 0.1933 -1.0626 0.2498  0.11
11 H 2.2736 -0.3643 0.3022  0.03
12 H 1.4898 -0.8979 -1.1926  0.02
13 H 1.5704 -1.9993 0.1480  -0.01

Formula: C15H16F3NO5S
Source: OMol25
Level of theory: ωB97M-V/def2-TZVPD

## Properties
LUMO level	-0.33	eV
highest occupied orbital energy	-0.300	hartree
charge	0
multiplicity	1
DFT total energy	-1709.8181	a.u.
Kohn-Sham gap	7.84	eV
structure (SMILES)	CNC(=O)/C=C1/COc2c1ccc(OS(=O)(=O)CCC(F)(F)F)c2C

Each line ends with the Löwdin charge.
Element x y z (Å)
1 C -5.5900 -2.5026 3.3549  -0.05
2 N -4.1393 -2.8460 3.5560  0.02
3 C -3.3070 -3.3175 2.6010  -0.53
4 O -3.7590 -3.7044 1.4976  0.02
5 C -1.9075 -3.3165 2.8382  0.05
6 C -0.8157 -2.8311 2.0304  -0.10
7 C 0.6010 -3.1124 2.4237  -0.12
8 O 1.3209 -3.0038 1.2071  0.02
9 C 0.5318 -2.4442 0.2667  -0.16
10 C -0.7640 -2.2476 0.7417  -0.12
11 C -1.7299 -1.6563 -0.1082  0.06
12 C -1.2604 -0.8969 -1.2188  0.01
13 C 0.0299 -1.0412 -1.6259  -0.31
14 O 0.4064 -0.4029 -2.7691  -0.15
15 S 1.1480 1.0444 -2.6356  0.69
16 O 0.5485 1.9585 -1.6849  -0.28
17 O 2.5453 1.0329 -2.2848  -0.28
18 C 1.0308 1.8959 -4.2705  -0.16
19 C 1.9228 3.2158 -4.4789  -0.06
20 C 1.2790 4.4559 -3.9508  -0.49
21 F 2.0877 4.9767 -2.9725  0.11
22 F 1.0991 5.3293 -5.0168  0.10
23 F 0.0731 4.2372 -3.2413  0.07
24 C 0.9694 -1.8782 -0.9702  -0.07
25 C 2.4606 -2.0331 -1.3971  -0.01
26 H -6.3402 -3.2610 3.1201  0.08
27 H -5.5884 -1.6844 2.6073  0.09
28 H -5.9996 -2.0543 4.2713  0.07
29 H -3.6410 -2.5475 4.3942  0.13
30 H -1.5799 -3.6854 3.7551  0.09
31 H 0.8562 -2.4294 3.2834  0.15
32 H 0.7382 -4.1174 2.8909  0.15
33 H -2.7782 -1.7119 0.2325  0.12
34 H -1.9484 -0.2852 -1.7792  0.12
35 H 1.3923 1.2133 -5.0224  0.08
36 H -0.1237 2.0932 -4.5279  0.16
37 H 2.0888 3.3462 -5.4879  0.10
38 H 2.9267 3.0168 -4.1306  0.13
39 H 2.9305 -2.9945 -1.0823  0.09
40 H 2.3396 -2.2036 -2.5168  0.10
41 H 2.9952 -1.0745 -1.1456  0.09

Formula: C4H10N2O
Source: OMol25
Level of theory: ωB97M-V/def2-TZVPD

## Properties
LUMO level	0.93	eV
energy above the lowest of the compared OMol25 structures with the same formula, charge and spin	64.7	kcal/mol
highest occupied orbital energy	-0.319	hartree
charge	0
multiplicity	1
DFT total energy	-343.0983	a.u.
Kohn-Sham gap	9.61	eV
structure (SMILES)	NC[C@@H](N)CC=O

Each line ends with the Löwdin charge.
Element x y z (Å)
1 N -1.7077 -0.3876 -1.5650  -0.01
2 C -0.8919 -0.5313 -0.4365  -0.29
3 C 0.5521 0.1451 -0.3728  -0.38
4 N 0.3636 1.5502 -0.7505  -0.02
5 C 1.0149 0.1171 1.1361  -0.14
6 C 0.3889 -0.9027 2.0422  -0.33
7 O -0.4205 -0.7316 2.9082  0.07
8 H -1.9689 0.6146 -1.8077  0.10
9 H -1.6051 -1.0354 -2.3210  0.06
10 H -0.6910 -1.6072 -0.3269  0.12
11 H -1.4257 -0.1355 0.4553  0.12
12 H 1.3087 -0.2522 -1.0946  0.13
13 H 0.0616 1.7779 -1.6983  0.06
14 H 1.1215 2.2043 -0.3648  0.11
15 H 0.7542 1.1425 1.4293  0.11
16 H 2.1702 -0.0346 1.0112  0.15
17 H 0.9750 -1.9335 1.7557  0.16

Formula: C19H27N3O2
Source: OMol25
Level of theory: ωB97M-V/def2-TZVPD

## Properties
LUMO level	0.25	eV
energy above the lowest of the compared OMol25 structures with the same formula, charge and spin	28.3	kcal/mol
highest occupied orbital energy	-0.312	hartree
charge	0
multiplicity	1
DFT total energy	-1054.9804	a.u.
Kohn-Sham gap	8.74	eV
structure (SMILES)	Cc1ccc(C2=NN(CCC(=O)NCCC(C)C)C(=O)CC2)cc1

Each line ends with the Löwdin charge.
Element x y z (Å)
1 C 2.9178 -3.9602 -6.8743  -0.05
2 C 2.1414 -3.2876 -5.7858  -0.28
3 C 2.6414 -3.2434 -4.4869  -0.04
4 C 1.9291 -2.6407 -3.4736  -0.02
5 C 0.6818 -2.0614 -3.7241  -0.17
6 C -0.0494 -1.4202 -2.6368  -0.22
7 N 0.6114 -1.0990 -1.5903  0.16
8 N 0.0045 -0.4777 -0.5504  -0.07
9 C 0.9118 0.0755 0.4409  -0.11
10 C 1.0668 -0.8364 1.6707  -0.06
11 C 0.9018 -0.0598 2.9775  -0.51
12 O 1.7961 0.0520 3.7916  0.05
13 N -0.3287 0.4581 3.1256  0.06
14 C -0.6974 1.3109 4.2305  -0.17
15 C -1.0195 2.7255 3.7456  -0.17
16 C -1.5966 3.6275 4.8406  -0.45
17 C -0.5757 3.8979 5.9429  -0.08
18 C -2.0670 4.9464 4.2291  -0.09
19 C -1.3348 -0.4571 -0.3375  -0.42
20 O -1.8227 0.0807 0.6435  0.06
21 C -2.1511 -1.2072 -1.3673  -0.07
22 C -1.5225 -1.1197 -2.7545  -0.11
23 C 0.1819 -2.1024 -5.0250  -0.03
24 C 0.9059 -2.7048 -6.0362  -0.04
25 H 3.9650 -3.6664 -6.8356  0.08
26 H 2.5168 -3.7104 -7.8532  0.07
27 H 2.8722 -5.0425 -6.7510  0.09
28 H 3.6024 -3.6896 -4.2747  0.11
29 H 2.3184 -2.6065 -2.4687  0.11
30 H 0.5165 1.0506 0.7390  0.13
31 H 1.8690 0.2170 -0.0600  0.13
32 H 0.3037 -1.6167 1.6457  0.12
33 H 2.0451 -1.3147 1.6770  0.12
34 H -1.0040 0.3537 2.3741  0.10
35 H 0.1496 1.3125 4.9189  0.11
36 H -1.5713 0.8861 4.7372  0.13
37 H -0.1118 3.1796 3.3418  0.12
38 H -1.7462 2.6475 2.9321  0.11
39 H -2.4631 3.1222 5.2826  0.13
40 H 0.3220 4.3479 5.5246  0.08
41 H -0.9899 4.5819 6.6805  0.07
42 H -0.2956 2.9800 6.4517  0.07
43 H -1.2287 5.4739 3.7786  0.08
44 H -2.5044 5.5870 4.9914  0.07
45 H -2.8152 4.7702 3.4595  0.07
46 H -3.1704 -0.8205 -1.3576  0.13
47 H -2.1872 -2.2527 -1.0402  0.14
48 H -2.0171 -1.8162 -3.4308  0.11
49 H -1.6396 -0.1074 -3.1578  0.14
50 H -0.7658 -1.6430 -5.2621  0.11
51 H 0.5034 -2.7203 -7.0391  0.11